Record 1
C18H20ClFN4O2 in the gas phase. Source: the Open Molecules 2025 dataset; level of theory: ωB97M-V/def2-TZVPD.

Maximum force (eV/A): 0.41
Frontier orbital gap (eV): 8.58
HOMO energy (eV): -8.52
ΔE to the lowest compared entry with this formula, charge and spin (kcal/mol): 3.2

Structure (ORCA input):
```
! RIJCOSX wB97M-V def2-TZVPD def2/J DEFGRID3
* xyz 0 1
C 4.3577 -5.1445 2.6849
O 3.1277 -5.2454 1.9682
C 2.4648 -4.0942 1.7689
C 1.2303 -4.2029 1.0358
C 0.5145 -3.0959 0.8035
C 0.9862 -1.8126 1.3053
N 0.4015 -0.6681 1.2175
C -0.7870 -0.5458 0.5128
O -0.9056 -0.8040 -0.6686
C -1.9198 0.0488 1.3216
C -3.1753 0.2658 0.5131
C -3.9385 -0.9641 -0.0073
N -5.2037 -0.2935 0.3471
C -6.2490 -1.1146 0.9243
C -7.4026 -0.2486 1.3646
C -8.1022 0.4600 0.3901
C -9.1505 1.2957 0.7171
C -9.4973 1.4216 2.0477
F -10.5264 2.2407 2.3579
C -8.8482 0.7576 3.0731
C -9.2602 0.9337 4.5051
C -7.7930 -0.0750 2.6868
Cl -6.9493 -0.9143 3.9666
C -4.4765 0.6065 1.2643
N 2.1846 -1.8794 1.9540
N 2.9276 -2.9826 2.2108
H 4.7441 -6.1568 2.7454
H 5.0575 -4.4981 2.1555
H 4.1880 -4.7388 3.6821
H 0.9227 -5.1793 0.6877
H -0.4065 -3.1107 0.2400
H -2.1086 -0.6223 2.1674
H -1.5559 0.9805 1.7635
H -2.9923 0.9674 -0.2996
H -3.8268 -1.2383 -1.0549
H -3.7459 -1.8464 0.6244
H -6.5969 -1.8098 0.1549
H -5.8736 -1.7155 1.7629
H -7.7938 0.3522 -0.6419
H -9.7004 1.8486 -0.0316
H -8.4335 1.3269 5.0977
H -10.1012 1.6167 4.5820
H -9.5436 -0.0234 4.9441
H -4.4571 0.2229 2.2954
H -4.8237 1.6404 1.2717
H 2.5621 -1.0212 2.3216
*
```


Record 2
C18H20ClN3O in the gas phase at a distorted geometry. Source: the Open Molecules 2025 dataset; level of theory: ωB97M-V/def2-TZVPD.

Maximum force (eV/A): 1.24
Frontier orbital gap (eV): 7.67
HOMO energy (eV): -6.94
ΔE to the lowest compared entry with this formula, charge and spin (kcal/mol): 71.4

Structure (ORCA input):
```
! RIJCOSX wB97M-V def2-TZVPD def2/J DEFGRID3
* xyz 0 1
Cl -3.6836 -4.8005 1.6116
C -3.6944 -3.0693 1.7229
C -4.9090 -2.4369 1.9379
C -4.9544 -1.0588 2.0405
C -3.7871 -0.3208 1.9330
C -2.5824 -0.9632 1.7203
C -2.5120 -2.3475 1.6054
C -1.1787 -3.0090 1.3805
N -0.3142 -2.1736 0.5718
C -0.7366 -2.0705 -0.8102
C -0.0796 -0.8266 -1.4058
N 1.3168 -0.7908 -1.0227
N 2.0762 0.2779 -0.9999
C 1.7085 1.4333 -1.4272
C 2.6270 2.5204 -1.3523
C 2.3420 3.7704 -1.7703
C 3.2522 4.8715 -1.7040
C 3.0874 6.1817 -2.0967
C 4.2998 6.8416 -1.8064
C 5.1165 5.8985 -1.2602
O 4.4973 4.7090 -1.1934
H 6.1228 5.9480 -0.8932
H 4.5332 7.8726 -1.9789
H 2.2089 6.6085 -2.5360
H 1.3728 4.0010 -2.1912
H 3.5978 2.3008 -0.9332
H 0.7234 1.6398 -1.8517
C 1.8854 -2.0097 -0.5180
H 2.9151 -1.7976 -0.2314
C 1.0885 -2.5430 0.6835
H 1.2223 -3.6372 0.7349
H 1.4682 -2.1087 1.6137
H 1.8974 -2.7613 -1.3182
H -0.1844 -0.8170 -2.5000
H -0.5740 0.0642 -1.0020
H -1.8214 -1.9502 -0.8386
H -0.4813 -2.9700 -1.3962
H -1.3208 -4.0080 0.9353
H -0.6940 -3.1463 2.3534
H -1.6643 -0.4034 1.6332
H -3.8165 0.7549 2.0181
H -5.9000 -0.5660 2.2069
H -5.8088 -3.0259 2.0234
*
```


Record 3
A molecular structure, C18H20IO6Pt. Source: the Open Molecules 2025 dataset; level of theory: ωB97M-V/def2-TZVPD.

Maximum force (eV/A): 0.38
Frontier orbital gap (eV): 7.63
HOMO energy (eV): -10.97
ΔE to the lowest compared entry with this formula, charge and spin (kcal/mol): 0.0

Structure (ORCA input):
```
! RIJCOSX wB97M-V def2-TZVPD def2/J DEFGRID3
* xyz 1 1
Pt -0.3538 0.1564 -0.1528
C 5.0937 -2.2348 -0.2716
C 4.8398 -0.8117 0.1106
C 6.0226 0.0541 0.4208
O 3.7142 -0.3282 0.1314
C 0.8078 3.8957 -1.4071
O 1.5079 4.6286 -0.8473
O 0.1103 3.1589 -1.9681
H 5.4503 -2.2412 -1.3061
H 4.1917 -2.8364 -0.1966
H 5.8906 -2.6580 0.3374
H 6.5122 0.3120 -0.5223
H 6.7549 -0.4805 1.0239
H 5.7078 0.9685 0.9155
H 2.3569 -0.9687 -0.1802
I 0.3797 1.8800 1.5448
C -1.5605 2.6522 1.7028
C -1.8640 3.6447 2.5821
C -3.1833 4.1456 2.5811
C -4.1043 3.6635 1.6952
C -3.7738 2.6457 0.7678
C -4.6999 2.1782 -0.1954
C -4.3279 1.2314 -1.1013
C -3.0290 0.6728 -1.0673
C -2.1050 1.0616 -0.1275
C -2.4685 2.0945 0.7855
H -1.1265 4.0522 3.2603
H -3.4493 4.9282 3.2780
H -5.1085 4.0678 1.6819
H -5.6955 2.6024 -0.2140
H -5.0251 0.8985 -1.8587
H -2.7677 -0.0565 -1.8262
C -1.1029 -3.5057 0.3889
C -0.3331 -2.8275 -0.7298
C -0.1872 -3.6977 -1.9672
O -1.0430 -1.5999 -1.1314
C 1.0662 -2.4531 -0.2366
O 1.8185 -3.2391 0.2517
O 1.3911 -1.1592 -0.4687
H -2.0956 -3.7927 0.0359
H -1.2001 -2.8467 1.2530
H -0.5767 -4.4068 0.6961
H -1.1732 -3.9925 -2.3258
H 0.3795 -4.5934 -1.7188
H 0.3263 -3.1555 -2.7607
H -1.9678 -1.7078 -0.8633
*
```


Record 4
A molecular structure, C18H20IrN7O7S. Source: the Open Molecules 2025 dataset; level of theory: ωB97M-V/def2-TZVPD.

Maximum force (eV/A): 0.44
Frontier orbital gap (eV): 7.27
HOMO energy (eV): -7.28
ΔE to the lowest compared entry with this formula, charge and spin (kcal/mol): 15.2

Structure (ORCA input):
```
! RIJCOSX wB97M-V def2-TZVPD def2/J DEFGRID3
* xyz 0 1
Ir 0.8729 -0.9221 -0.4036
C -0.4706 2.7834 4.2837
C 0.6904 2.0480 3.7361
N 1.7974 1.7927 4.3525
N 2.5178 1.0660 3.4475
C 1.8798 0.8621 2.2870
S 2.5390 -0.0858 1.0447
N 0.7123 1.5247 2.4562
N -0.2915 1.6511 1.4995
H -0.2725 3.0247 5.3244
H -1.3657 2.1648 4.2123
H -0.6448 3.7109 3.7361
H 3.4184 0.6908 3.6893
H -1.0574 1.0485 1.8093
H -0.5444 2.6278 1.4250
O 1.2782 -3.3389 -5.9547
C 1.1731 -2.7928 -4.8938
C -0.1075 -2.6648 -4.0575
O -1.2243 -2.9695 -4.4050
C 0.3274 -2.0473 -2.8033
C 1.6694 -1.6974 -2.8541
O 2.2295 -1.0383 -1.8672
C 2.2918 -2.0832 -4.1180
O 3.4143 -1.8730 -4.5114
O -0.4141 -1.7546 -1.7657
C -1.6827 -2.3087 4.7412
N -0.9171 -2.4914 3.5116
C -0.2671 -3.6707 3.2990
C 0.4810 -3.8877 2.2048
C 0.5503 -2.8059 1.2780
O 1.2703 -2.8065 0.2366
N -0.1510 -1.6644 1.4513
C -0.8477 -1.4402 2.5952
O -1.4281 -0.3834 2.8494
H -2.3105 -3.1821 4.9083
H -2.3048 -1.4288 4.6287
H -1.0168 -2.1695 5.5933
H -0.3915 -4.4131 4.0760
H 1.0148 -4.8059 2.0258
C -0.8214 3.7380 -2.6415
C -0.7588 2.2878 -3.1297
C 0.1511 2.1606 -4.3614
C -2.1608 1.7449 -3.4367
C -0.1776 1.4476 -2.0726
N 0.2980 0.7977 -1.2622
H -1.2508 4.3547 -3.4315
H 0.1730 4.1188 -2.4088
H -1.4513 3.8286 -1.7560
H -0.2506 2.7820 -5.1624
H 0.1914 1.1284 -4.7097
H 1.1663 2.4877 -4.1383
H -2.5950 2.3349 -4.2446
H -2.8102 1.8175 -2.5641
H -2.1212 0.7015 -3.7491
*
```


- What is the ΔE to the lowest compared entry with this formula, charge and spin in the first record?
  3.2 kcal/mol


- Which value of HOMO energy does entry 1 give?
  -8.52 eV


- Which formula does entry 2 have?
  C18H20ClN3O


- Number 4 is which compound?
  C18H20IrN7O7S